<P>
A 2-piece molecular cluster, C5H14O overall, computed with ωB97M-V/def2-TZVPD.

Geometry as XYZ:
```
20
Properties=species:S:1:pos:R:3
C 0.677 -1.863 0.652
C 0.194 -0.491 0.157
C 1.260 0.534 -0.221
C 0.587 1.834 -0.682
C 2.204 0.035 -1.321
H 1.026 -2.461 -0.186
H 1.455 -1.697 1.399
H -0.147 -2.381 1.141
H -0.468 -0.621 -0.713
H -0.486 -0.045 0.888
H 1.906 0.749 0.635
H 1.023 2.688 -0.143
H -0.446 1.973 -0.358
H 0.704 1.995 -1.749
H 3.025 -0.575 -0.938
H 2.659 0.858 -1.869
H 1.677 -0.584 -2.056
O -4.103 0.087 1.282
H -4.916 -0.367 1.489
H -3.597 -0.418 0.664
```

## Properties
Structure (SMILES) ... CCC(C)C.O

***

<Q>
A 2-piece molecular cluster, C5H14O overall, computed with ωB97M-V/def2-TZVPD.

Geometry as XYZ:
```
20
Properties=species:S:1:pos:R:3
C -1.672 0.944 -1.010
C -0.461 -0.048 -1.019
C -0.059 -0.540 0.409
C 1.482 -0.717 0.412
C -0.860 -1.786 0.851
H -2.419 0.510 -0.308
H -1.356 1.852 -0.557
H -2.051 1.097 -2.058
H -0.648 -0.934 -1.441
H 0.272 0.488 -1.505
H -0.419 0.324 1.127
H 1.875 -1.440 1.223
H 1.956 0.235 0.092
H 1.969 -1.320 -0.615
H -1.905 -1.418 0.895
H -0.602 -2.101 1.826
H -0.614 -2.683 0.053
O 1.501 2.695 0.523
H 1.717 1.863 0.993
H 2.293 2.979 0.110
```

## Properties
Structure (SMILES) ... CCC(C)C.O

***

Computed stability ranking, most favorable first: <P>, <Q>

***

<P>
A 2-piece molecular cluster, C5H14O overall, computed with ωB97M-V/def2-TZVPD.

Geometry as XYZ:
```
20
Properties=species:S:1:pos:R:3
C -0.780 -1.967 2.249
C -0.139 -1.828 0.879
C -1.200 -1.660 -0.216
C -0.645 -1.492 -1.638
C -0.741 -0.063 -2.203
H -0.847 -1.010 2.730
H -0.205 -2.582 2.949
H -1.753 -2.424 2.193
H 0.411 -2.720 0.572
H 0.519 -0.960 0.854
H -1.763 -2.600 -0.193
H -1.949 -0.903 0.036
H 0.378 -1.875 -1.702
H -1.176 -2.179 -2.305
H 0.212 0.331 -2.498
H -1.273 -0.014 -3.172
H -1.361 0.536 -1.564
O 2.899 5.741 0.736
H 3.550 6.357 0.381
H 2.471 6.234 1.463
```

## Properties
Structure (SMILES) ... CCCCC.O

***

<Q>
A 2-piece molecular cluster, C5H14O overall, computed with ωB97M-V/def2-TZVPD.

Geometry as XYZ:
```
20
Properties=species:S:1:pos:R:3
C -0.161 -0.187 2.144
C 0.542 0.572 1.025
C -0.371 1.365 0.108
C -0.824 0.594 -1.143
C 0.310 0.190 -2.083
H 0.340 -1.118 2.426
H -0.319 0.399 3.040
H -1.189 -0.539 1.967
H 1.330 1.179 1.480
H 1.156 -0.149 0.508
H -1.267 1.643 0.662
H 0.098 2.308 -0.190
H -1.327 -0.304 -0.768
H -1.529 1.192 -1.694
H -0.133 -0.233 -2.942
H 0.890 1.055 -2.413
H 1.006 -0.574 -1.737
O 0.365 -2.868 -0.184
H -0.074 -2.042 -0.434
H 1.158 -2.481 0.227
```

## Properties
Structure (SMILES) ... CCCCC.O

***

<R>
A 2-piece molecular cluster, C5H14O overall, computed with ωB97M-V/def2-TZVPD.

Geometry as XYZ:
```
20
Properties=species:S:1:pos:R:3
C 2.499 1.892 0.287
C 1.731 0.756 -0.366
C 1.494 -0.496 0.409
O 0.446 1.263 -0.871
H 3.546 1.595 0.389
H 2.185 2.167 1.297
H 2.399 2.897 -0.130
H 2.124 0.717 -1.384
H 1.326 -0.361 1.468
H 0.759 -1.141 -0.027
H 2.385 -1.120 0.746
H -0.278 0.761 -0.501
C -2.935 -0.487 -0.283
C -2.108 -1.756 -0.013
H -3.347 -0.022 0.602
H -2.479 0.314 -0.886
H -3.840 -0.761 -0.846
H -1.076 -1.445 0.116
H -2.269 -2.455 -0.835
H -2.565 -2.317 0.828
```

## Properties
Structure (SMILES) ... CC(C)O.CC

***

Computed stability ranking, most favorable first: <Q>, <P>, <R>

***

<P>
One molecule with the formula C12H14N4O4S, computed with ωB97M-V/def2-TZVPD.

Geometry as XYZ:
```
35
Properties=species:S:1:pos:R:3
C -3.897 -0.447 -1.792
C -3.446 -0.358 -3.242
O -2.244 0.414 -3.355
C -2.361 1.729 -3.402
O -3.385 2.349 -3.445
C -0.965 2.378 -3.378
N -0.425 2.253 -2.059
N -0.310 3.260 -1.226
N 0.156 2.794 -0.128
C 0.321 1.465 -0.306
C 0.825 0.557 0.704
C 0.935 -0.805 0.421
C 1.413 -1.666 1.390
C 1.771 -1.162 2.626
S 2.431 -2.281 3.864
C 4.221 -2.224 3.544
O 1.966 -3.613 3.584
O 2.190 -1.734 5.170
C 1.661 0.183 2.922
C 1.184 1.051 1.957
N -0.046 1.111 -1.536
H -4.176 0.537 -1.424
H -4.757 -1.105 -1.717
H -3.093 -0.841 -1.173
H -3.186 -1.341 -3.637
H -4.223 0.104 -3.859
H -1.049 3.441 -3.607
H -0.315 1.859 -4.086
H 0.643 -1.164 -0.553
H 1.497 -2.728 1.217
H 4.392 -2.573 2.534
H 4.552 -1.202 3.673
H 4.706 -2.876 4.260
H 1.933 0.525 3.908
H 1.080 2.107 2.152
```

## Properties
Structure (SMILES) ... CCOC(=O)Cn1nnc(-c2ccc(S(C)(=O)=O)cc2)n1

***

<Q>
One molecule with the formula C12H14N4O4S, computed with ωB97M-V/def2-TZVPD.

Geometry as XYZ:
```
35
Properties=species:S:1:pos:R:3
C -2.397 -1.852 1.908
O -1.185 -1.148 2.115
C -1.039 -0.013 1.426
C 0.162 0.687 1.533
C 0.303 1.764 0.669
N 1.511 2.394 0.524
S 2.923 1.434 0.420
O 3.429 1.208 1.737
O 3.747 2.131 -0.521
C 2.284 -0.092 -0.237
C 2.381 -1.243 0.525
C 1.722 -2.385 0.127
C 0.941 -2.380 -1.035
N 0.283 -3.510 -1.431
C 0.887 -1.215 -1.812
C 1.555 -0.078 -1.412
N -0.704 2.197 -0.095
C -1.833 1.510 -0.039
O -2.875 1.925 -0.750
C -2.699 3.127 -1.479
N -2.031 0.388 0.640
H -2.506 -2.123 0.856
H -2.335 -2.742 2.530
H -3.254 -1.241 2.197
H 0.948 0.379 2.194
H 1.501 3.146 -0.151
H 2.961 -1.213 1.434
H 1.781 -3.283 0.722
H -0.437 -3.422 -2.127
H 0.167 -4.248 -0.757
H 0.300 -1.212 -2.719
H 1.507 0.828 -1.997
H -3.652 3.320 -1.966
H -2.438 3.949 -0.810
H -1.906 3.016 -2.221
```

## Properties
Structure (SMILES) ... COc1cc(NS(=O)(=O)c2ccc(N)cc2)nc(OC)n1

***

Computed stability ranking, most favorable first: <Q>, <P>

***

<P>
A 2-piece molecular cluster, C5H10NO overall, computed with ωB97M-V/def2-TZVPD.

Geometry as XYZ:
```
17
Properties=species:S:1:pos:R:3
C 0.119 0.419 0.049
C -1.720 -1.365 0.056
C -2.431 -0.052 0.075
C 0.361 1.862 0.062
C 2.183 -1.063 -0.020
N -0.998 -0.148 0.054
O 3.138 -0.194 0.104
H -1.678 -1.957 0.962
H -1.709 -1.949 -0.856
H -2.907 0.304 -0.827
H -2.882 0.296 0.994
H 1.395 2.078 0.322
H -0.304 2.372 0.763
H 0.162 2.266 -0.934
H 1.890 -1.550 0.898
H 1.905 -1.488 -0.972
H 3.477 0.169 -0.731
```

## Properties
Charge ... +1

***

<Q>
An isolated ion of composition C5H10NO and charge +1, computed with ωB97M-V/def2-TZVPD.

Geometry as XYZ:
```
17
Properties=species:S:1:pos:R:3
C -1.378 -1.517 0.200
C 2.372 -0.183 0.237
C 1.008 0.390 -0.307
C 0.047 0.996 0.623
C -2.180 0.665 -0.394
N -2.175 -0.758 -0.327
O -1.203 1.306 0.444
H -1.427 -2.538 -0.008
H 3.133 0.424 0.635
H 2.121 -0.998 0.936
H 2.767 -0.636 -0.666
H 0.445 -0.331 -0.882
H 1.362 1.215 -0.919
H -0.337 -1.095 0.477
H 0.438 1.228 1.558
H -3.146 0.944 -0.069
H -1.848 0.889 -1.539
```

## Properties
Charge ... +1

***

Computed stability ranking, most favorable first: <Q>, <P>

***

<P>
A 2-piece molecular cluster, C5H10NO overall, computed with ωB97M-V/def2-TZVPD.

Geometry as XYZ:
```
17
Properties=species:S:1:pos:R:3
C 1.676 -0.956 -0.278
C -3.063 -0.645 1.227
C -1.899 -0.096 1.052
C -1.264 0.400 -0.317
C 3.713 -0.275 -1.702
N 2.642 -0.713 -0.880
O -0.829 -0.508 1.837
H -1.039 -0.696 2.743
H -3.361 -1.365 2.046
H -3.905 -0.519 0.555
H 0.717 -1.016 0.259
H -0.747 -0.398 -0.790
H -0.471 1.180 -0.136
H -2.042 0.600 -0.982
H 4.685 -0.574 -1.432
H 3.699 0.779 -1.786
H 3.476 -0.753 -2.757
```

## Properties
Charge ... +1

***

<Q>
An isolated ion of composition C5H10NO and charge +1, computed with ωB97M-V/def2-TZVPD.

Geometry as XYZ:
```
17
Properties=species:S:1:pos:R:3
C 1.438 0.877 -1.032
C 0.774 0.115 0.052
C 0.881 -1.366 0.383
C -0.672 -1.349 0.720
C -0.665 0.185 0.395
N -1.676 1.024 -0.063
O 0.269 0.795 1.232
H 1.064 1.936 -0.960
H 1.262 0.365 -1.984
H 2.643 0.892 -0.962
H 1.659 -1.713 1.136
H 0.987 -1.940 -0.480
H -1.304 -2.127 0.107
H -0.962 -1.351 1.822
H -1.687 1.013 -1.138
H -1.418 1.924 0.425
H -2.593 0.719 0.348
```

## Properties
Charge ... +1
Structure (SMILES) ... C[C@]12CC[C@@]1([NH3+])O2

***

<R>
An isolated ion of composition C5H10NO and charge +1, computed with ωB97M-V/def2-TZVPD.

Geometry as XYZ:
```
17
Properties=species:S:1:pos:R:3
N -0.428 -1.535 0.038
C 0.632 -0.818 0.655
C 1.400 -0.234 -0.445
C 0.810 0.766 -1.142
C -0.419 1.287 -0.251
O -1.598 0.663 -0.700
C -0.040 0.661 1.095
H -1.073 -2.001 0.697
H -0.054 -2.162 -0.641
H -1.200 -0.867 -0.335
H 1.223 -1.362 1.421
H 2.267 -0.618 -0.748
H 1.331 1.142 -2.054
H -0.366 2.351 -0.357
H -2.358 1.129 -0.441
H -0.818 0.383 1.693
H 0.691 1.214 1.515
```

## Properties
Charge ... +1
Structure (SMILES) ... [NH3+][C@H]1C=C[C@@H](O)C1

***

Computed stability ranking, most favorable first: <R>, <Q>, <P>

***

<P>
A 2-piece molecular cluster, C5H10NO overall, computed with ωB97M-V/def2-TZVPD.

Geometry as XYZ:
```
17
Properties=species:S:1:pos:R:3
C -2.434 0.528 0.025
C -1.198 0.675 0.019
C -3.779 0.367 0.054
C 2.554 1.279 -0.034
C 0.071 1.160 -0.210
N 1.193 0.781 0.359
O 1.256 -2.477 -0.100
H -4.020 -0.335 0.981
H -4.210 1.347 0.021
H -4.009 -0.107 -0.826
H 2.412 2.101 -0.801
H 3.260 1.704 0.792
H 3.103 0.436 -0.490
H -0.060 1.974 -0.985
H 1.633 -3.073 0.591
H 1.197 -0.176 0.875
H 1.617 -2.565 -0.986
```

## Properties
Charge ... +1

***

<Q>
A 2-piece molecular cluster, C5H10NO overall, computed with ωB97M-V/def2-TZVPD.

Geometry as XYZ:
```
17
Properties=species:S:1:pos:R:3
C -4.227 -0.500 -0.107
C 3.344 -0.325 0.107
C 1.909 -0.580 0.514
C 0.861 0.147 -0.237
C -1.191 1.107 -0.089
N -3.115 -0.754 0.309
O -0.169 0.548 0.433
H -5.245 -0.956 -0.057
H 4.000 -0.897 0.615
H 3.357 -0.411 -1.033
H 3.486 0.709 0.312
H 1.903 -0.290 1.479
H 1.702 -1.697 0.218
H 1.029 0.328 -1.300
H -4.680 0.406 -0.646
H -1.657 1.805 0.673
H -1.307 1.361 -1.190
```

## Properties
Charge ... +1

***

Computed stability ranking, most favorable first: <P>, <Q>